ORCA calculation (wB97M-V/def2-TZVPD) on C34H38Cl2N3OPdS2Te as an isolated structure.

```
! wB97M-V def2-TZVPD RIJCOSX def2/J DEFGRID3
* xyz 0 4
Pd 0.58231 -0.96102 0.26219
Cl 3.01621 -1.96342 -0.28391
C 3.58491 -1.79372 1.33559
C 4.88111 -1.37382 1.56569
C 5.36401 -1.31502 2.86289
C 4.56201 -1.71792 3.91999
C 3.25441 -2.09882 3.68159
Cl 2.25761 -2.59202 4.99679
C 2.70901 -2.10202 2.38749
S 1.04211 -2.47902 2.11289
H 5.50631 -1.10272 0.73009
H 6.37031 -0.97012 3.04479
H 4.94891 -1.73602 4.92789
C -1.65199 4.47228 6.79809
C -1.19949 3.79828 5.53839
C -0.78019 2.47788 5.54499
C -0.31789 1.85648 4.39009
C 0.20821 0.45198 4.47929
C -0.32009 2.58428 3.20449
Te 0.57201 1.56928 1.32249
N 1.38041 0.80688 -0.52801
C 1.31751 1.54698 -1.60471
O 0.99821 2.74168 -1.59131
C 1.81751 0.88188 -2.85721
C 2.36691 1.66948 -3.86131
C 2.91601 1.07468 -4.98301
C 2.91011 -0.30512 -5.11291
C 2.33741 -1.09222 -4.12681
C 1.79641 -0.50062 -3.00051
C -1.41959 1.59758 0.53479
C -1.73039 2.59918 -0.37401
C -2.99159 2.67938 -0.93471
C -3.95959 1.75188 -0.59451
C -3.65039 0.75058 0.30469
C -2.38969 0.65968 0.88829
C -2.14729 -0.42872 1.88559
C -0.71419 3.91438 3.16789
C -0.67249 4.73898 1.91729
C -1.15609 4.50488 4.34759
H -1.69799 3.76088 7.61859
H -2.63559 4.91878 6.66029
H -0.95589 5.26878 7.06059
H -0.79169 1.92188 6.47329
H 0.11701 0.07238 5.49599
H 1.26371 0.43458 4.19759
H -0.32049 -0.23542 3.81969
H 2.34731 2.74328 -3.73971
H 3.35821 1.69228 -5.75231
H 3.34651 -0.76592 -5.98711
H 2.32431 -2.16892 -4.22741
H 1.34031 -1.12502 -2.23071
H -0.96319 3.29058 -0.68581
H -3.20869 3.46448 -1.64261
H -4.94869 1.80488 -1.02701
H -4.38999 0.00668 0.56729
H -2.79219 -1.28172 1.68259
H -2.36909 -0.06552 2.88909
H -1.09859 -0.77292 1.84759
H 0.02311 4.31068 1.19139
H -0.35769 5.75508 2.14959
H -1.66059 4.78798 1.45729
H -1.45339 5.54438 4.32749
C -0.45199 -5.83212 -3.37211
C -1.46069 -4.79152 -2.90991
N -0.78629 -3.61502 -2.38041
C -1.19969 -2.33882 -2.57151
S -1.38279 -1.29352 -1.26771
N -1.54829 -1.86812 -3.78011
C -1.13909 -2.32032 -5.09561
C -2.26969 -2.08112 -6.08901
H -0.97599 -6.73462 -3.67131
H 0.23011 -6.07732 -2.56151
H 0.12751 -5.46392 -4.21471
H -2.09189 -5.22282 -2.12261
H -2.11629 -4.48722 -3.72571
H -0.42219 -3.76002 -1.44391
H -1.82579 -0.89442 -3.74761
H -0.86809 -3.37432 -5.05881
H -0.25159 -1.75532 -5.41451
H -3.15129 -2.66562 -5.83411
H -1.94869 -2.35332 -7.08951
H -2.54339 -1.02852 -6.09421
*
```

Values from the calculation:
HOMO-LUMO gap (spin up / spin down) = 7.5 / 5.7 eV